Below is a molecular structure, C10H10Cl5CoN3O4, with properties calculated with the ωB97M-V functional and the def2-TZVPD basis.

Structure (XYZ):
```
33
Properties=species:S:1:pos:R:3:mulliken_charge:R:1
Co -0.557 0.490 0.242 0.37
N -1.672 1.929 -1.152 -0.38
C -2.496 2.805 -0.296 -0.39
C -1.900 2.897 1.102 0.50
O -1.983 3.930 1.741 -0.67
O -1.326 1.793 1.498 -0.80
H -1.000 2.464 -1.683 0.19
H -2.231 1.416 -1.819 0.29
H -3.484 2.359 -0.189 0.24
H -2.616 3.808 -0.695 0.33
C 3.980 -1.029 2.772 -0.84
O 2.692 -1.442 2.294 -0.33
C 1.873 -0.548 1.753 0.68
O 0.825 -0.921 1.248 -0.42
N 2.288 0.752 1.805 -0.02
N 1.422 1.708 1.290 -0.64
H 4.513 -1.940 3.014 0.24
H 3.883 -0.426 3.676 0.34
H 4.527 -0.485 2.003 0.38
H 3.008 1.041 2.439 0.26
H 1.942 2.368 0.730 0.22
H 0.894 2.185 2.020 0.29
Cl -3.294 -2.105 0.283 -0.21
C -2.087 -2.094 -0.975 1.10
C -1.141 -1.090 -0.951 -1.64
C -0.218 -1.127 -1.978 1.95
Cl 1.001 0.167 -1.936 -0.23
C -0.172 -2.082 -2.983 -0.65
Cl 1.041 -2.038 -4.207 -0.20
C -1.142 -3.081 -2.966 0.72
Cl -1.145 -4.295 -4.188 -0.18
C -2.110 -3.086 -1.957 -0.30
Cl -3.313 -4.322 -1.934 -0.19
```

Properties
<S²> = 3.76
Electronic energy = -123432.0221 eV
Relative energy (zero: lowest compared OMol25 entry of this formula, charge and spin) = 0.256 eV
Molar mass = 472.4 g mol⁻¹
Kohn-Sham gap (spin up / spin down) = 0.318 / 0.321 Eh
Spin multiplicity = 4

Below is a molecular structure, C10H10ClIMg in a non-equilibrium geometry, with properties calculated with the ωB97M-V functional and the def2-TZVPD basis.

Structure (XYZ):
```
23
Properties=species:S:1:pos:R:3:mulliken_charge:R:1
C 0.924 -1.928 2.801 -0.26
C 0.959 -1.792 1.340 -0.71
C -0.344 -1.932 0.832 -0.90
H 1.829 -1.537 0.717 0.52
C -1.181 -2.040 1.975 -0.19
C -0.431 -2.020 3.175 -0.76
H -0.863 -2.214 4.148 0.41
H 1.850 -1.815 3.370 0.33
H -0.597 -1.856 -0.220 0.53
H -2.221 -2.245 1.867 0.40
Mg -0.064 0.209 1.541 0.84
Cl 1.792 1.317 0.894 -0.70
C 0.155 2.646 -1.879 -0.55
C -1.074 2.011 -2.224 -0.57
C -0.767 0.775 -2.876 -0.57
H -2.066 2.407 -2.060 0.38
C 0.661 0.651 -2.934 -0.51
C 1.226 1.813 -2.317 -0.51
H 2.282 2.030 -2.227 0.39
H 0.261 3.607 -1.403 0.34
H -1.484 0.065 -3.280 0.39
H 1.212 -0.166 -3.393 0.35
I -2.057 2.014 2.152 -0.63
```

Properties
Electronic energy = -36602.7318 eV
Relative energy (zero: lowest compared OMol25 entry of this formula, charge and spin) = 0.111 eV
Molar mass = 316.9 g mol⁻¹
Kohn-Sham gap = 0.169 Eh
Total charge = -2

Below is C10H10ClNO in the gas phase in a non-equilibrium geometry, with properties calculated with the ωB97M-V functional and the def2-TZVPD basis.

Structure (XYZ):
```
23
Properties=species:S:1:pos:R:3:mulliken_charge:R:1
C -3.695 0.342 0.555 -0.54
C -3.131 -0.800 0.015 -0.40
C -2.800 1.311 1.012 -0.39
C -1.794 -0.935 -0.146 -0.46
C -1.428 1.194 0.761 -0.33
C -0.927 0.174 0.075 0.37
C 3.373 0.586 -0.701 -0.27
C 3.687 0.078 0.502 -0.10
C 0.472 0.127 -0.365 0.94
C 0.985 -1.247 -0.709 -1.36
N 2.294 1.333 -1.084 -0.63
O 1.046 1.196 -0.655 -0.05
Cl 5.300 -0.504 0.772 -0.21
H -4.731 0.496 0.732 0.42
H -3.661 -1.808 -0.299 0.20
H -3.196 2.248 1.430 0.33
H -1.345 -1.838 -0.474 0.31
H -1.048 2.162 1.034 0.33
H 4.158 0.468 -1.447 0.29
H 3.015 0.033 1.393 0.29
H 0.575 -1.971 -0.079 0.48
H 2.121 -1.307 -0.516 0.44
H 0.728 -1.339 -1.808 0.33
```

Properties
Electronic energy = -26586.4226 eV
Relative energy (zero: lowest compared OMol25 entry of this formula, charge and spin) = 5.747 eV
Molar mass = 195.6 g mol⁻¹
Kohn-Sham gap (spin up / spin down) = 0.241 / 0.241 Eh

Below is 2 unconnected molecules or ions with the total composition C10H10FN in a non-equilibrium geometry, with properties calculated with the ωB97M-V functional and the def2-TZVPD basis.

Structure (XYZ):
```
22
Properties=species:S:1:pos:R:3:mulliken_charge:R:1
C 2.548 1.341 -0.938 -0.07
C 2.271 1.402 0.388 -0.57
C 2.152 0.227 -1.667 -0.94
C 1.617 0.394 1.076 -0.13
C 1.402 -0.687 -0.977 0.50
C 1.003 -0.748 0.334 0.13
C -1.852 -2.836 1.318 -0.35
C -1.393 1.349 -2.380 -0.79
C -1.755 0.784 -1.211 0.30
C 0.288 -1.725 0.921 -0.63
N -0.832 -2.091 1.151 -0.02
F -2.952 0.360 -0.923 -0.25
H 3.314 2.077 -1.398 0.25
H 2.693 2.259 0.937 0.32
H 2.240 0.056 -2.686 0.46
H 1.428 0.672 2.097 0.34
H 1.040 -1.504 -1.640 0.22
H -2.371 -3.417 0.587 0.29
H -2.383 -2.516 2.322 0.18
H -2.131 1.533 -3.073 0.36
H -0.321 1.653 -2.526 0.20
H -1.031 0.603 -0.407 0.19
```

Properties
Electronic energy = -14734.7614 eV
Relative energy (zero: lowest compared OMol25 entry of this formula, charge and spin) = 3.880 eV
Molar mass = 163.2 g mol⁻¹
Kohn-Sham gap = 0.287 Eh

Below is a gas-phase ion, C10H10IO3 (charge -1) in a non-equilibrium geometry, with properties calculated with the ωB97M-V functional and the def2-TZVPD basis.

Structure (XYZ):
```
24
Properties=species:S:1:pos:R:3:mulliken_charge:R:1
C 1.203 0.977 1.788 -1.14
C -0.234 0.891 1.687 0.26
C 1.996 0.992 0.744 0.84
C -0.801 -1.116 0.409 -1.44
C 0.583 -0.151 -1.894 -0.92
C 0.466 -1.830 -0.059 -0.27
C 1.187 -1.352 -1.243 0.14
C -0.666 0.431 0.297 2.37
C 0.204 0.772 -0.772 -0.96
C -2.137 0.927 0.199 -1.96
O -1.058 0.877 2.561 -0.69
O 3.037 1.069 0.188 -0.61
O 0.330 -2.460 -1.354 -0.57
I 0.071 2.820 -1.379 -0.10
H 1.448 1.048 2.846 0.32
H -1.598 -1.666 -0.162 0.40
H -0.945 -1.221 1.495 0.40
H 1.266 0.257 -2.760 0.33
H -0.204 -0.437 -2.648 0.34
H 1.097 -2.323 0.575 0.58
H 2.278 -1.547 -1.297 0.48
H -2.361 1.237 -0.782 0.50
H -2.334 1.699 0.947 0.42
H -2.826 0.104 0.615 0.29
```

Properties
Electronic energy = -24773.0471 eV
Relative energy (zero: lowest compared OMol25 entry of this formula, charge and spin) = 2.770 eV
Molar mass = 305.1 g mol⁻¹
Kohn-Sham gap = 0.222 Eh
Total charge = -1

Below is a molecular structure, C10H10MnN2O2S2, with properties calculated with the ωB97M-V functional and the def2-TZVPD basis.

Structure (XYZ):
```
27
Properties=species:S:1:pos:R:3:mulliken_charge:R:1
Mn 0.213 0.066 0.332 0.43
N -0.852 -1.509 -0.496 -0.38
C -0.199 -2.195 -1.646 -0.57
C 1.302 -2.299 -1.410 -0.62
C 1.926 -0.947 -1.698 0.69
O 2.440 -0.720 -2.770 -0.60
O 1.772 -0.047 -0.744 -0.75
H -0.998 -2.175 0.257 0.27
H -1.774 -1.184 -0.764 0.30
H -0.395 -1.592 -2.533 0.34
H -0.643 -3.177 -1.814 0.36
H 1.744 -3.052 -2.058 0.36
H 1.482 -2.592 -0.372 0.26
S -0.550 0.763 2.498 -0.43
C -1.210 1.893 1.378 0.69
N -1.007 1.661 0.106 -0.23
C -1.543 2.644 -0.718 -0.19
C -1.469 2.688 -2.106 -0.50
C -2.076 3.741 -2.764 -0.62
C -2.748 4.743 -2.056 -0.50
C -2.818 4.707 -0.676 -0.43
C -2.207 3.648 -0.012 0.80
S -2.117 3.331 1.702 -0.23
H -0.930 1.919 -2.643 0.45
H -2.025 3.795 -3.843 0.37
H -3.213 5.559 -2.592 0.37
H -3.332 5.486 -0.127 0.38
```

Properties
<S²> = 1.21
Electronic energy = -70598.7303 eV
Relative energy (zero: lowest compared OMol25 entry of this formula, charge and spin) = 0.000 eV
Molar mass = 309.3 g mol⁻¹
Kohn-Sham gap (spin up / spin down) = 0.308 / 0.302 Eh
Spin multiplicity = 2

Below is 2 unconnected molecules or ions with the total composition C10H10N2 in a non-equilibrium geometry, with properties calculated with the ωB97M-V functional and the def2-TZVPD basis.

Structure (XYZ):
```
22
Properties=species:S:1:pos:R:3:mulliken_charge:R:1
C 1.407 -1.426 -0.631 -0.47
C 0.944 -0.305 -1.322 0.08
C 1.351 1.075 -1.119 -0.36
C 2.169 1.207 -0.007 -0.44
C 2.750 0.070 0.676 -0.28
C -2.600 0.597 -0.414 -0.12
C -1.829 1.304 0.486 -0.64
C -1.101 0.418 1.227 -0.07
C -1.012 -0.921 1.107 -0.31
C -1.792 -1.488 0.045 -0.26
H 0.975 -2.434 -0.507 0.48
H -0.077 -0.277 -1.963 0.31
H 0.563 1.689 -1.671 0.34
H 2.366 2.167 0.299 0.49
H 3.627 0.126 1.371 0.40
H -3.280 1.151 -1.148 0.32
H -1.811 2.399 0.600 0.38
H -0.416 0.729 2.007 0.37
H -0.356 -1.608 1.651 0.44
H -1.799 -2.529 -0.205 0.45
N 2.409 -1.221 0.310 -0.55
N -2.486 -0.723 -0.789 -0.57
```

Properties
Electronic energy = -13509.5397 eV
Relative energy (zero: lowest compared OMol25 entry of this formula, charge and spin) = 3.556 eV
Molar mass = 158.2 g mol⁻¹
Kohn-Sham gap = 0.363 Eh
SMILES = c1ccncc1.c1ccncc1

Below is 2 unconnected molecules or ions with the total composition C10H10N2 in a non-equilibrium geometry, with properties calculated with the ωB97M-V functional and the def2-TZVPD basis.

Structure (XYZ):
```
22
Properties=species:S:1:pos:R:3:mulliken_charge:R:1
C 4.809 0.360 0.106 -0.14
C 3.783 1.247 -0.057 -0.44
C 2.538 0.684 -0.088 0.00
C 2.259 -0.672 -0.071 -0.51
C 3.484 -1.468 -0.269 -0.23
C -3.040 -1.332 0.462 -0.20
C -2.374 -0.210 0.848 -0.16
C -2.905 1.017 0.372 -0.13
C -4.121 1.110 -0.245 -0.50
C -4.801 -0.119 -0.615 -0.13
H 5.897 0.678 0.096 0.33
H 4.148 2.208 -0.264 0.36
H 1.646 1.354 -0.229 0.28
H 1.267 -0.957 -0.246 0.48
H 3.431 -2.540 -0.244 0.38
H -2.573 -2.257 0.615 0.42
H -1.458 -0.484 1.594 0.24
H -2.347 1.954 0.673 0.31
H -4.436 2.018 -0.800 0.30
H -5.666 -0.288 -1.204 0.43
N 4.632 -1.010 -0.099 -0.51
N -4.173 -1.292 -0.334 -0.58
```

Properties
Electronic energy = -13509.7171 eV
Relative energy (zero: lowest compared OMol25 entry of this formula, charge and spin) = 3.378 eV
Molar mass = 158.2 g mol⁻¹
Kohn-Sham gap = 0.374 Eh
SMILES = c1ccncc1.c1ccncc1

Below is C10H10N2 in the gas phase in a non-equilibrium geometry, with properties calculated with the ωB97M-V functional and the def2-TZVPD basis.

Structure (XYZ):
```
22
Properties=species:S:1:pos:R:3:mulliken_charge:R:1
C 1.695 -1.463 -0.669 0.01
C -2.305 0.686 -0.633 -0.56
C -3.072 -0.332 -0.151 -0.35
C -1.172 -1.481 0.508 -0.23
C -0.907 0.632 -0.580 0.29
C -0.353 -0.511 -0.039 0.00
C 0.126 1.704 -0.916 -0.45
C 1.461 1.161 -0.593 -0.94
C 1.048 -0.516 0.136 1.49
C 1.706 -0.676 1.587 -1.61
N 2.494 -2.005 -1.330 -0.59
N -2.461 -1.411 0.494 -0.65
H -2.830 1.438 -1.192 0.41
H -4.190 -0.340 -0.149 0.34
H -0.679 -2.119 1.227 0.35
H 0.229 1.940 -2.037 0.24
H -0.182 2.506 -0.329 0.35
H 2.002 1.034 -1.508 0.38
H 2.017 1.790 0.126 0.30
H 1.242 0.110 2.194 0.41
H 2.717 -0.556 1.772 0.43
H 1.413 -1.592 2.082 0.38
```

Properties
Electronic energy = -13510.1647 eV
Relative energy (zero: lowest compared OMol25 entry of this formula, charge and spin) = 2.931 eV
Molar mass = 158.2 g mol⁻¹
Kohn-Sham gap = 0.376 Eh
SMILES = C[C@]1(C#N)CCc2ccncc21

Below is 2 unconnected molecules or ions with the total composition C10H10N2 in a non-equilibrium geometry, with properties calculated with the ωB97M-V functional and the def2-TZVPD basis.

Structure (XYZ):
```
22
Properties=species:S:1:pos:R:3:mulliken_charge:R:1
C 2.433 1.268 -0.346 -0.48
C 1.460 0.281 -0.318 -0.15
C 1.836 -1.036 -0.061 -0.24
C 3.167 -1.306 0.163 -0.51
C 4.071 -0.254 0.158 -0.17
C -1.424 -0.484 0.176 0.50
C -1.630 0.880 0.486 -0.25
C -2.937 1.381 0.142 -0.37
C -3.835 0.323 -0.157 -0.33
C -3.484 -0.915 -0.195 -0.11
H 2.181 2.299 -0.552 0.38
H 0.408 0.535 -0.499 0.51
H 1.098 -1.822 -0.039 0.51
H 3.498 -2.324 0.362 0.35
H 5.139 -0.436 0.293 0.34
H -0.379 -0.938 0.239 -0.06
H -0.864 1.648 0.993 0.30
H -2.982 2.487 0.213 0.34
H -4.915 0.514 -0.310 0.30
H -4.312 -1.655 -0.611 0.25
N 3.727 1.011 -0.082 -0.58
N -2.255 -1.459 -0.053 -0.53
```

Properties
Electronic energy = -13509.9623 eV
Relative energy (zero: lowest compared OMol25 entry of this formula, charge and spin) = 3.133 eV
Molar mass = 158.2 g mol⁻¹
Kohn-Sham gap = 0.378 Eh
SMILES = c1ccncc1.c1ccncc1

Below is a molecular structure, C10H10N2O2 in a non-equilibrium geometry, with properties calculated with the ωB97M-V functional and the def2-TZVPD basis.

Structure (XYZ):
```
24
Properties=species:S:1:pos:R:3:mulliken_charge:R:1
C 3.722 -1.182 0.683 -0.87
C 2.923 -0.927 -0.673 -0.37
C 1.330 0.805 -0.257 0.68
C -0.003 1.244 -0.047 0.20
C -1.428 0.525 -0.047 0.76
C -2.504 1.336 0.093 -0.45
C -3.718 0.834 0.091 -0.49
C -3.899 -0.602 -0.002 -0.66
C -2.662 -1.336 -0.232 -0.44
C -1.419 -0.724 -0.195 -0.14
H 3.664 -0.304 1.616 0.23
H 4.887 -1.269 0.630 0.32
H 3.099 -2.177 1.460 0.22
H 2.624 -1.799 -1.274 0.33
H 3.323 0.137 -0.939 0.33
H -2.373 2.603 -0.099 0.16
H -4.531 1.428 0.241 0.49
H -4.827 -0.987 0.139 0.50
H -2.887 -2.733 -0.032 0.12
H -0.640 -1.409 -0.492 0.36
N 2.172 1.748 -0.290 -0.42
N 0.124 2.538 0.028 -0.43
O 1.594 -0.539 -0.358 -0.32
O 1.431 2.791 -0.046 -0.13
```

Properties
Electronic energy = -17598.7094 eV
Relative energy (zero: lowest compared OMol25 entry of this formula, charge and spin) = 9.832 eV
Molar mass = 190.2 g mol⁻¹
Kohn-Sham gap = 0.365 Eh

Below is 2 unconnected molecules or ions with the total composition C10H10N2O2 in a non-equilibrium geometry, with properties calculated with the ωB97M-V functional and the def2-TZVPD basis.

Structure (XYZ):
```
24
Properties=species:S:1:pos:R:3:mulliken_charge:R:1
C 0.700 3.053 -0.910 0.22
C -0.445 2.579 -1.320 -0.25
C -0.783 1.265 -1.186 -0.41
C 1.594 0.921 -0.386 0.43
C 0.781 -1.879 1.330 -0.07
C 0.057 -0.717 1.458 -0.62
C -1.240 -0.631 1.072 -0.41
C -1.889 -1.583 0.406 -0.16
C -1.175 -2.764 0.118 -0.35
C 0.127 -2.907 0.602 -0.50
H 2.377 2.738 0.263 0.26
H -1.087 3.293 -1.751 0.49
H -1.624 0.642 -1.559 0.45
H 0.492 -0.650 -0.874 0.25
H 1.783 -1.999 1.877 0.30
H 0.569 0.093 1.947 0.44
H -1.700 0.320 1.359 0.35
H -2.951 -1.454 0.073 0.40
H -1.719 -3.524 -0.537 0.29
H 0.646 -3.839 0.376 0.34
N 1.676 2.226 -0.255 -0.05
N 0.367 0.449 -0.812 -0.08
O 0.892 4.279 -0.880 -0.65
O 2.553 0.089 -0.412 -0.66
```

Properties
Electronic energy = -17605.8347 eV
Relative energy (zero: lowest compared OMol25 entry of this formula, charge and spin) = 2.707 eV
Molar mass = 190.2 g mol⁻¹
Kohn-Sham gap = 0.324 Eh
SMILES = O=c1cc[nH]c(=O)[nH]1.c1ccccc1